Record 1
# C19H27N2O14S

5 unconnected molecules or ions with the total composition C19H27N2O14S in a non-equilibrium geometry (the ωB97M-V functional and the def2-TZVPD basis, the OMol25 dataset).

net charge: -1
HOMO: -2.65 eV
Kohn-Sham gap: 4.331 eV

CARTESIAN COORDINATES (ANGSTROEM)
1 O 2.00 1.58 4.07
2 N 0.98 1.86 3.55
3 O -0.03 1.97 4.50
4 C -0.43 3.38 4.64
5 C -1.61 3.78 3.81
6 N -2.91 3.36 4.51
7 C -3.30 2.25 4.31
8 S -3.83 0.75 4.52
9 H 0.41 3.99 4.32
10 H -0.58 3.61 5.70
11 H -1.62 4.87 3.83
12 C 2.28 0.00 0.96
13 C 1.46 -1.24 0.72
14 C 2.01 -2.17 -0.33
15 O 0.82 -2.78 -0.85
16 C -0.20 -1.89 -0.67
17 O -1.27 -1.97 -1.17
18 O 0.18 -0.89 0.16
19 H 1.86 0.56 1.79
20 H 3.32 -0.25 1.19
21 H 2.26 0.66 0.09
22 H 1.28 -1.77 1.66
23 H 2.68 -2.92 0.08
24 H 2.52 -1.65 -1.14
25 C -2.38 1.12 -4.01
26 C -1.14 1.83 -3.54
27 C -0.55 1.22 -2.29
28 O 0.06 2.36 -1.65
29 C -0.63 3.46 -2.05
30 O -0.54 4.53 -1.55
31 O -1.46 3.16 -3.08
32 H -2.73 1.55 -4.96
33 H -2.21 0.05 -4.16
34 H -3.15 1.27 -3.26
35 H -0.40 1.92 -4.34
36 H 0.19 0.46 -2.51
37 H -1.30 0.80 -1.62
38 C 5.38 -6.61 0.13
39 C 5.08 -5.71 -1.04
40 C 6.29 -5.35 -1.87
41 O 5.94 -4.06 -2.38
42 C 5.07 -3.50 -1.50
43 O 4.75 -2.36 -1.50
44 O 4.63 -4.42 -0.60
45 H 4.46 -6.92 0.62
46 H 5.92 -7.51 -0.19
47 H 5.98 -6.08 0.88
48 H 4.30 -6.15 -1.67
49 H 6.47 -6.04 -2.68
50 H 7.20 -5.25 -1.27
51 C -5.57 3.06 1.53
52 C -4.59 2.39 0.61
53 C -4.48 3.03 -0.76
54 O -4.12 1.92 -1.59
55 C -4.63 0.80 -1.00
56 O -4.70 -0.26 -1.54
57 O -5.03 1.06 0.26
58 H -5.52 2.61 2.53
59 H -5.35 4.12 1.63
60 H -6.59 2.93 1.17
61 H -3.61 2.30 1.09
62 H -3.71 3.80 -0.80
63 H -5.42 3.45 -1.12

Record 2
# C42H35BrCl2N5O4Ru

A molecular structure, C42H35BrCl2N5O4Ru (the ωB97M-V functional and the def2-TZVPD basis, the OMol25 dataset).

net charge: 0
relative energy (zero: lowest compared OMol25 entry of this formula, charge and spin): 57.4 kJ/mol
HOMO (spin up / spin down): -7.88 / -7.88 eV
Kohn-Sham gap (spin up / spin down): 7.310 / 6.262 eV
multiplicity: 6

CARTESIAN COORDINATES (ANGSTROEM)
1 Ru 0.55 0.26 0.08
2 C 1.40 1.08 -3.29
3 C 1.92 -0.26 -2.77
4 C 3.36 -0.15 -2.31
5 C 4.34 -0.08 -3.30
6 C 5.67 0.14 -2.99
7 C 6.02 0.33 -1.66
8 C 5.08 0.26 -0.64
9 C 5.57 0.66 0.74
10 C 5.35 2.15 1.03
11 C 3.75 -0.04 -0.97
12 N 2.76 -0.15 0.05
13 C 3.01 -0.91 1.09
14 C 2.13 -0.97 2.18
15 C 2.17 -1.71 3.37
16 C 1.01 -1.39 4.07
17 C 0.29 -0.49 3.26
18 N 0.97 -0.22 2.15
19 H 0.37 0.99 -3.64
20 H 2.02 1.43 -4.11
21 H 1.41 1.85 -2.51
22 H 1.83 -1.02 -3.55
23 H 1.30 -0.65 -1.95
24 H 4.04 -0.20 -4.34
25 H 6.42 0.19 -3.76
26 H 7.05 0.56 -1.41
27 H 6.64 0.44 0.79
28 H 5.11 0.09 1.55
29 H 5.68 2.77 0.19
30 H 5.89 2.46 1.92
31 H 4.29 2.35 1.20
32 H 3.91 -1.54 1.09
33 H 2.96 -2.38 3.68
34 H 0.69 -1.78 5.02
35 H -0.69 -0.08 3.44
36 N 4.07 5.53 -1.73
37 C 3.28 5.07 -1.04
38 C 2.28 4.50 -0.18
39 C 1.42 5.30 0.57
40 C 0.49 4.69 1.39
41 C 0.45 3.31 1.42
42 N 1.27 2.54 0.71
43 C 2.17 3.12 -0.08
44 H 1.49 6.38 0.50
45 H -0.19 5.27 1.99
46 H -0.27 2.78 2.05
47 H 2.82 2.47 -0.66
48 Cl -3.67 -1.59 2.71
49 C -5.32 -1.05 2.66
50 C -6.24 -1.61 3.52
51 C -7.55 -1.16 3.51
52 C -7.92 -0.12 2.67
53 C -6.97 0.46 1.85
54 Cl -7.45 1.82 0.88
55 C -5.65 -0.01 1.78
56 N -4.70 0.55 0.93
57 C -4.87 0.56 -0.47
58 C -5.84 -0.21 -1.10
59 C -6.01 -0.12 -2.47
60 C -5.21 0.72 -3.24
61 C -4.24 1.47 -2.61
62 C -4.05 1.41 -1.23
63 C -3.01 2.25 -0.54
64 C -1.77 1.44 -0.28
65 O -0.74 1.60 -1.04
66 O -1.72 0.59 0.65
67 H -5.93 -2.41 4.18
68 H -8.28 -1.61 4.16
69 H -8.93 0.27 2.67
70 H -3.74 0.51 1.25
71 H -6.47 -0.86 -0.52
72 H -6.78 -0.72 -2.95
73 H -5.35 0.79 -4.31
74 H -3.60 2.13 -3.19
75 H -3.40 2.61 0.41
76 H -2.73 3.10 -1.16
77 Br 3.48 -4.95 -3.03
78 C 2.17 -5.07 -1.65
79 C 1.87 -6.30 -1.10
80 C 0.92 -6.37 -0.09
81 C 0.29 -5.22 0.36
82 C 0.59 -4.00 -0.22
83 C 1.54 -3.91 -1.23
84 C -0.09 -2.76 0.30
85 O -0.76 -2.76 1.30
86 O 0.20 -1.68 -0.40
87 H 2.37 -7.19 -1.45
88 H 0.68 -7.33 0.35
89 H -0.45 -5.26 1.15
90 H 1.78 -2.96 -1.67

Record 3
# C17H16N3O8SW

A molecular structure, C17H16N3O8SW in a non-equilibrium geometry (the ωB97M-V functional and the def2-TZVPD basis, the OMol25 dataset).

net charge: +1
relative energy (zero: lowest compared OMol25 entry of this formula, charge and spin): 46.4 kJ/mol
HOMO: -10.98 eV
Kohn-Sham gap: 5.769 eV

CARTESIAN COORDINATES (ANGSTROEM)
1 W 0.45 0.08 0.33
2 O 0.79 2.60 -2.92
3 C 0.55 1.65 -2.24
4 O 0.24 1.68 -0.95
5 C 0.45 0.23 -2.74
6 C 0.48 -0.22 -4.04
7 C 0.19 -1.56 -4.27
8 C -0.16 -2.40 -3.22
9 C -0.14 -1.87 -1.94
10 N 0.18 -0.60 -1.73
11 C -0.54 -2.56 -0.66
12 O -0.88 -3.70 -0.60
13 O -0.52 -1.68 0.33
14 H 0.70 0.47 -4.84
15 H 0.20 -1.94 -5.28
16 H -0.43 -3.43 -3.37
17 O -0.77 -1.28 3.52
18 C 0.20 -1.43 2.84
19 O 0.68 -0.30 2.16
20 C 1.02 -2.62 2.62
21 C 0.90 -3.62 3.58
22 C 1.62 -4.79 3.49
23 C 2.47 -4.98 2.40
24 C 2.58 -4.01 1.43
25 C 1.86 -2.81 1.51
26 S 2.20 -1.69 0.18
27 H 0.22 -3.45 4.41
28 H 1.52 -5.56 4.25
29 H 3.04 -5.89 2.31
30 H 3.23 -4.17 0.58
31 C -4.27 1.06 0.37
32 O -3.29 1.99 0.91
33 C -2.05 1.62 0.90
34 O -1.66 0.53 0.43
35 N -1.20 2.49 1.45
36 N 0.15 2.13 1.49
37 H -5.23 1.53 0.55
38 H -4.20 0.11 0.89
39 H -4.10 0.93 -0.70
40 H -1.51 3.37 1.83
41 H 0.45 2.00 2.46
42 H 0.71 2.83 1.01
43 C 2.45 0.95 0.10
44 H 3.08 0.70 0.96
45 H 2.34 2.03 0.01
46 H 2.98 0.60 -0.79